[1]
ORCA calculation (ωB97M-V/def2-TZVPD) on a 2-piece molecular cluster, C3H4O overall at a distorted geometry.

Atoms and positions in Å:
O -1.3952 0.0134 0.6861
C -1.8274 0.3737 -0.5093
H -2.9082 0.3149 -0.5826
H -0.3920 0.0473 0.8290
C 1.6830 0.2744 -0.4298
H 1.9711 1.1959 -0.9864
C 1.6468 -0.7126 0.2491
H 1.2219 -1.5069 0.7441

orbital gap	0.3369	Ha
M	56.1	g mol⁻¹
total charge	0
multiplicity	1
ΔE to the lowest compared entry with this formula, charge and spin	442.0	kJ/mol
HOMO	-8.28	eV

=====

[2]
ORCA calculation (ωB97M-V/def2-TZVPD) on C7H10 as an isolated structure.

Atoms and positions in Å:
H -1.2637 1.8203 -1.2213
H 0.3223 2.5303 -0.8437
H 0.6100 -2.1167 1.4247
C -1.0969 -0.6370 1.5515
H -0.8295 2.1613 0.4712
C 0.2078 -1.1581 1.0898
C -0.4338 -0.9949 -0.2924
H -1.8013 -1.4954 1.5922
C 1.0854 0.0882 0.8359
C -0.4425 1.8240 -0.4957
H -0.1859 -0.3212 -2.3128
C 0.1903 0.4744 -0.3512
C 0.4276 -0.4884 -1.4286
H 2.1130 -0.1171 0.5162
H 1.0760 0.7831 1.6772
H 1.4051 -0.9101 -1.6400
H -1.3840 -1.4426 -0.5729

orbital gap	0.3208	Ha
M	94.2	g mol⁻¹
total charge	0
multiplicity	1
ΔE to the lowest compared entry with this formula, charge and spin	545.8	kJ/mol
HOMO	-8.10	eV

=====

[3]
ORCA calculation (ωB97M-V/def2-TZVPD) on a 2-piece molecular cluster, C4H10O3 overall at a distorted geometry.

Atoms and positions in Å:
H 0.6683 0.8537 0.4516
H 2.7966 -1.4927 -2.1825
H 1.1473 1.0691 3.0249
O 2.5059 -2.0788 -2.8789
C -0.0671 1.2945 1.1478
H 3.1876 -2.7958 -2.6922
C -1.0087 -0.3449 -0.5974
H -1.2204 0.1430 -2.5212
H -0.0091 2.3467 1.2220
C -1.3549 0.6309 0.5534
H -1.7617 0.0301 1.4058
H -2.0973 1.4582 0.4668
C 0.3205 0.7056 2.4396
H -0.0454 -0.0791 -1.0187
H -0.9143 -1.3708 -0.1189
O -1.8012 -0.1545 -1.7023
O -0.3461 -0.2152 3.0003

SMILES	O=CCCCO.O
orbital gap	0.3822	Ha
M	106.1	g mol⁻¹
total charge	0
multiplicity	1
ΔE to the lowest compared entry with this formula, charge and spin	274.1	kJ/mol
HOMO	-9.96	eV

=====

[4]
ORCA calculation (ωB97M-V/def2-TZVPD) on C16H31F3O3P2SW as an isolated structure at a distorted geometry.

Atoms and positions in Å:
H 5.3384 -1.4589 -1.8863
H 4.3677 -0.3875 0.5597
C 4.8643 -2.0603 -2.6705
H 6.0867 0.5039 -2.4262
H 5.9278 -0.4797 -4.8187
F -2.3892 -0.5117 2.5507
H 4.7102 0.7254 -5.1886
H 3.4853 -1.8864 -1.1575
C 1.4202 -1.7270 -0.9784
H 6.4919 4.0467 -1.8844
H 3.1489 -1.4501 -6.1141
C 3.6958 1.1910 -0.1527
W 2.3966 2.3742 -2.9366
H 4.2715 -2.6944 -5.5403
H 2.7208 -0.0583 1.1158
H 0.5241 0.5962 -3.1600
H 3.6842 1.9375 0.6655
H 6.2590 2.5229 -0.8066
H 2.5777 -2.7242 -5.0107
O 0.3258 -1.4092 1.8661
C 0.7924 -1.4038 -2.1608
C 0.9754 1.6234 -1.4007
C 5.7605 1.0976 -3.2951
H 5.0990 3.8401 -0.6938
C 3.4174 -2.0716 -5.2575
H 6.6344 1.5854 -3.7204
H 3.5665 4.3734 -3.7735
H 3.1322 3.2045 -1.3586
C 3.6993 1.8152 -1.3994
H 3.0863 0.8585 -3.9796
C 2.5821 0.1549 -3.1389
C 1.1484 -0.3244 -3.2844
H 0.9493 -0.7621 -4.3009
O -1.3765 -2.5884 0.5543
F -3.1692 -2.5399 2.8881
C 4.2605 3.5654 -4.1148
H 3.1897 -0.0525 -2.2439
C 3.3264 -0.1976 0.2140
H -0.2793 -1.6769 -2.1791
H 0.8770 0.6654 -0.8685
H 5.6553 -2.5627 -3.2217
H 0.8238 -2.2861 -0.2541
S -0.7023 -2.4586 1.8459
C 2.7847 -1.4705 -0.4659
P 4.7198 2.5311 -2.6556
P 3.9606 -1.0827 -3.8911
H 1.1837 2.3576 -0.6238
H -0.0858 1.7593 -1.7121
H 5.1996 3.9637 -4.4822
C 5.1790 0.1747 -4.3650
F -1.6492 -1.7027 4.2457
H 2.8517 -2.1980 0.3590
C -2.0553 -1.7638 2.9514
O -0.3613 -3.7066 2.5210
H 4.2901 -2.8562 -2.1899
H 3.7453 2.9500 -4.9032
C 5.8006 3.3504 -1.3922

orbital gap (spin up / spin down)	0.0981 / 0.1030	Ha
M	606.3	g mol⁻¹
total charge	+2
multiplicity	3
ΔE to the lowest compared entry with this formula, charge and spin	843.9	kJ/mol
HOMO (spin up / spin down)	-12.23 / -12.23	eV

=====

[5]
ORCA calculation (ωB97M-V/def2-TZVPD) on one molecule with the formula C4H6N2S at a distorted geometry.

Atoms and positions in Å:
H 1.2706 -1.5015 -0.0755
H -1.8224 -0.5178 -1.8506
C -1.1929 -0.2521 -0.9379
C 0.1840 -0.1880 -0.6883
H -0.6458 1.7569 -1.2504
S -0.5708 1.7924 1.1807
H -1.6824 -0.9235 -0.1291
N 0.6275 -0.9335 0.4578
H 2.2368 -0.5531 1.9130
H 0.5628 -0.3909 -1.7353
N 0.5068 0.8598 2.0455
C 1.1231 -0.2124 1.5631
C -0.5974 1.0636 -0.4931

SMILES	C1=NS[C@@H]2C[C@@H]2N1
orbital gap	0.3171	Ha
M	114.2	g mol⁻¹
total charge	0
multiplicity	1
ΔE to the lowest compared entry with this formula, charge and spin	378.0	kJ/mol
HOMO	-7.95	eV

=====

[6]
ORCA calculation (ωB97M-V/def2-TZVPD) on a 2-piece molecular cluster, C7H14N3O4P overall at a distorted geometry.

Atoms and positions in Å:
H -3.3817 -0.4598 1.2316
H 1.0890 4.0072 0.3032
C 0.1503 -3.4958 -0.2086
H -1.7658 -2.7186 -1.0997
H 2.5233 -1.1796 -0.5937
C 1.6346 3.3528 -0.2980
C 0.9409 3.4759 -1.6449
H -0.8581 -3.6655 -2.3382
H 1.4023 2.8312 -2.3160
O 1.6617 1.8991 0.0009
H 2.6723 3.6145 -0.4066
C -1.5602 -0.9211 2.1555
C -0.8103 -3.1591 -1.2787
N -1.5380 -1.2475 0.7598
O 2.4198 -0.7798 0.2607
N 1.1630 -0.6124 0.9210
O -0.2757 0.2385 -1.1117
H 0.7607 4.4369 -1.8403
H 0.8584 -4.2994 -0.4998
P -0.1365 -0.8519 -0.1532
C 0.7599 1.5089 0.7519
H -0.8033 -0.4014 2.5394
H -0.3320 -3.2668 0.7170
C -2.4249 -0.1726 1.2192
H -1.9555 -1.7007 2.9794
O -0.0362 1.8120 1.5415
N 0.2352 -2.2636 -0.9367
H -0.0323 3.0970 -1.6398
H -2.3608 0.9218 0.9848

orbital gap	0.3311	Ha
M	235.2	g mol⁻¹
total charge	0
multiplicity	1
ΔE to the lowest compared entry with this formula, charge and spin	371.7	kJ/mol
HOMO	-8.21	eV

=====

[7]
ORCA calculation (ωB97M-V/def2-TZVPD) on one molecule with the formula C5H6O at a distorted geometry.

Atoms and positions in Å:
C 0.6635 -1.1476 -0.0385
H 0.8694 0.7393 1.0043
C 1.0980 0.3469 -0.0748
H -0.9538 1.3722 1.1194
O -0.5423 -1.4279 -0.7738
C -0.5307 0.6435 0.4289
H 1.3261 -1.9953 0.0956
H 0.2160 2.1356 -0.9938
C -0.6490 -0.8765 0.5181
H -0.3777 0.5565 -1.7147
H -1.1715 -1.4180 1.2955
C 0.0519 1.0713 -0.8665

SMILES	C1[C@@H]2[C@H]1[C@@H]1O[C@H]21
orbital gap	0.3420	Ha
M	82.1	g mol⁻¹
total charge	0
multiplicity	1
ΔE to the lowest compared entry with this formula, charge and spin	505.5	kJ/mol
HOMO	-8.27	eV

=====

[8]
ORCA calculation (ωB97M-V/def2-TZVPD) on one molecule with the formula C5H6OS at a distorted geometry.

Atoms and positions in Å:
H -0.5960 0.3266 1.5381
C 1.8788 0.6521 -0.3977
H -0.2621 -1.5777 -0.8487
C -1.9092 0.0729 -0.1789
H 3.0103 1.2857 -0.4110
H -2.5031 1.1486 -0.4461
S 1.9834 -1.1294 -0.1517
O -2.5362 -1.0104 -0.4054
C 0.5913 1.2100 -0.1433
H 0.0863 -2.2014 0.7284
C 0.2586 -1.2215 0.1596
C -0.5101 0.0970 0.4329
H 0.5081 2.3475 0.1239

SMILES	O=C[C@@H]1C=CSC1
orbital gap	0.3262	Ha
M	114.2	g mol⁻¹
total charge	0
multiplicity	1
ΔE to the lowest compared entry with this formula, charge and spin	299.7	kJ/mol
HOMO	-8.32	eV

=====

[9]
ORCA calculation (ωB97M-V/def2-TZVPD) on a 2-piece molecular cluster, C5H6NS overall at a distorted geometry.

Atoms and positions in Å:
C -1.5953 1.9983 -0.9606
H 3.1898 -0.8629 -1.4933
H -1.7806 3.1275 -1.0288
N 2.7478 -0.3584 -0.6310
H -0.3904 -1.3735 3.0816
H -1.1575 -0.6417 1.3997
H -2.5953 1.5832 -0.9620
C -0.5025 1.4524 -0.6375
S 0.5374 -2.2459 0.9090
H 3.1529 -0.5107 0.2751
C 1.6442 0.2360 -0.5487
C 0.5957 0.8380 -0.4598
C -0.4023 -1.3717 1.8990

orbital gap	0.2521	Ha
M	112.2	g mol⁻¹
total charge	+1
multiplicity	1
ΔE to the lowest compared entry with this formula, charge and spin	407.5	kJ/mol
HOMO	-12.45	eV

=====

[10]
ORCA calculation (ωB97M-V/def2-TZVPD) on one molecule with the formula C6H13NO at a distorted geometry.

Atoms and positions in Å:
H 3.6642 1.2183 2.0791
C 1.8561 -0.6598 0.1831
N 3.4131 0.5526 1.3825
C 2.1556 0.5232 0.7863
H -1.3480 1.0087 -1.6419
H -1.5395 0.7782 0.8455
C -0.6667 -1.1453 0.1372
H 0.4810 0.3925 -0.9262
H -1.1057 -2.1744 -0.1564
H 2.4483 -1.5637 0.2718
H -3.3761 1.7161 -0.4046
C -1.7974 -0.1060 0.2437
C -2.1349 0.4026 -1.1665
C 0.5744 -0.6485 -0.6462
H -2.5564 -0.3649 -1.8207
H 1.4638 1.3068 1.0133
O -3.2794 1.2715 -1.2572
H 0.7978 -1.0828 -1.6522
H -0.4451 -1.1761 1.2384
H 4.1333 0.1514 0.7904
H -2.7383 -0.4002 0.7006

SMILES	N/C=C/CCCCO
orbital gap	0.3254	Ha
M	115.2	g mol⁻¹
total charge	0
multiplicity	1
ΔE to the lowest compared entry with this formula, charge and spin	270.8	kJ/mol
HOMO	-7.87	eV

=====

[11]
ORCA calculation (ωB97M-V/def2-TZVPD) on a 3-piece molecular cluster, C6H12 overall.

Atoms and positions in Å:
H -1.2281 -0.9871 -2.0100
C -0.0906 -0.0791 -0.3953
C 0.0694 0.0754 1.7283
C -0.2979 -1.1538 -1.4530
H -0.9204 1.5605 -1.5549
H 1.9802 -0.1032 1.7779
H -1.9083 0.7110 0.8199
C 0.0027 1.3118 -1.0179
H 1.2840 -0.3618 2.5846
H 0.5279 -1.1515 -2.1749
C -1.1448 -0.0766 0.8235
H -1.6263 -1.0579 0.8781
H -0.3508 -2.1507 -1.0001
H 0.2021 1.0136 2.2545
H 0.1723 2.0782 -0.2541
H 1.3745 -1.3704 0.7062
C 0.9455 -0.3722 0.7052
H 0.8315 1.3595 -1.7336

orbital gap	0.3638	Ha
M	84.2	g mol⁻¹
total charge	0
multiplicity	1
ΔE to the lowest compared entry with this formula, charge and spin	614.9	kJ/mol
HOMO	-9.19	eV

=====

[12]
ORCA calculation (ωB97M-V/def2-TZVPD) on C20H13Cl3FMoNO4 as an isolated structure.

Atoms and positions in Å:
H 3.5667 -2.3696 2.3973
O -1.5195 -0.3177 3.0510
O -3.5729 0.8070 -2.1110
C 1.4802 -0.7223 -0.6625
O -0.8517 -0.5024 -1.0126
C 2.5501 -0.8677 0.2512
C -7.1686 2.7005 -2.4201
O -2.4567 -0.6569 1.0443
H 2.2441 -1.7253 4.3736
H -6.5006 3.4429 -4.3243
Mo -2.6968 -0.1625 -0.7461
Cl -3.8730 2.3621 -4.6366
H 0.9169 -0.5529 -2.7512
H 2.7635 -0.0270 4.2084
C 3.0349 -1.0665 4.0164
N 2.2697 -0.9593 1.6155
H 4.4176 0.5423 2.1543
C -0.0606 -0.6457 1.2155
H 5.4273 -1.9936 0.7636
C -6.2488 2.8424 -3.4614
Cl -5.1676 0.3220 0.1096
C -6.8936 1.9257 -1.2789
C 3.8811 -0.9037 -0.2166
H 3.9188 -1.2906 4.6113
Cl -8.6780 3.4687 -2.5373
F 3.2879 -0.6713 -3.7618
C 4.6295 -0.5301 2.1263
C -1.3807 -0.5060 1.8879
C 1.0408 -0.8260 2.0577
H 5.0951 -0.8502 -1.9753
C 1.7236 -0.6606 -2.0421
C -4.7181 1.4408 -2.2554
C 4.0890 -0.8379 -1.5745
C -5.0225 2.2161 -3.3922
C 5.0448 -0.9695 0.7333
C -5.6737 1.3207 -1.2285
H 5.4285 -0.7204 2.8407
C 0.1574 -0.6221 -0.1489
H 5.8515 -0.3457 0.3497
H 0.8756 -0.8745 3.1231
C 3.0190 -0.7332 -2.4657
H -7.6273 1.8217 -0.4924
C 3.3969 -1.3020 2.5648

orbital gap (spin up / spin down)	0.1992 / 0.2531	Ha
M	552.6	g mol⁻¹
total charge	+2
multiplicity	3
HOMO (spin up / spin down)	-14.83 / -14.94	eV

=====

| no. | total energy (eV) |
| --- | --- |
| 1 | -5217.5552 |
| 2 | -7415.3783 |
| 3 | -10450.4024 |
| 4 | -62595.4699 |
| 5 | -18057.0560 |
| 6 | -29428.8317 |
| 7 | -7324.0456 |
| 8 | -18161.5322 |
| 9 | -17595.2115 |
| 10 | -9968.3673 |
| 11 | -6410.5676 |
| 12 | -72756.8855 |